No. 1
Molecular formula: C2H6N2S
Method: DFT, ωB97M-V/def2-TZVPD

Computed properties:
- electronic energy (eV) = -15983.64393
- SMILES = [H]/N=C(/C)NS
- E_HOMO (Ha) = -0.353
- HOMO-LUMO gap (eV) = 9.77
- energy above the lowest of the compared OMol25 structures with the same formula, charge and spin (eV) = 3.155

Geometry as ORCA input:
```
! RIJCOSX wB97M-V def2-TZVPD def2/J DEFGRID3
* xyz 0 1
H -1.028 -2.095 -0.553
N -1.421 -1.141 -0.364
C -0.518 -0.194 0.004
C -0.828 1.283 -0.063
N 0.638 -0.657 0.613
S 2.145 -0.078 -0.348
H 0.198 1.686 -0.700
H -0.799 1.817 1.069
H -1.863 1.220 -0.748
H 0.686 -1.704 0.217
H 2.792 -0.136 0.875
*
```

No. 2
Molecular formula: C6H11NO2
Method: DFT, ωB97M-V/def2-TZVPD

Computed properties:
- electronic energy (eV) = -11984.10016
- SMILES = CNC(C)=O.CC=C=O
- E_HOMO (Ha) = -0.336
- HOMO-LUMO gap (eV) = 9.69
- energy above the lowest of the compared OMol25 structures with the same formula, charge and spin (eV) = 2.168

Geometry as ORCA input:
```
! RIJCOSX wB97M-V def2-TZVPD def2/J DEFGRID3
* xyz 0 1
C 1.851 1.564 -1.645
N 1.467 0.621 -0.616
C 1.854 0.788 0.725
C 1.762 -0.466 1.572
O 2.528 1.741 1.057
H 2.028 1.065 -2.599
H 2.775 2.061 -1.351
H 1.092 2.341 -1.752
H 1.149 -0.289 -0.909
H 1.839 -1.377 0.983
H 0.815 -0.421 2.108
H 2.574 -0.462 2.296
C -3.611 -0.781 0.269
C -2.128 -1.037 0.370
C -1.302 -0.695 -0.593
O -0.805 -0.614 -1.656
H -4.173 -1.672 -0.014
H -3.820 -0.008 -0.466
H -4.026 -0.475 1.229
H -1.868 -1.882 0.990
*
```

No. 3
Molecular formula: C3H6N2
Method: DFT, ωB97M-V/def2-TZVPD

Computed properties:
- electronic energy (eV) = -6182.32603
- E_HOMO (alpha / beta) (Ha) = -0.364 / -0.385
- HOMO-LUMO gap (alpha / beta) (eV) = 6.52 / 9.19
- energy above the lowest of the compared OMol25 structures with the same formula, charge and spin (eV) = 6.219

Geometry as ORCA input:
```
! RIJCOSX wB97M-V def2-TZVPD def2/J DEFGRID3
* xyz 0 1
C -0.104 2.543 -0.078
C -0.021 -0.673 1.229
C -0.029 -0.568 -1.216
N 0.290 3.543 -0.452
N -0.573 -0.213 0.019
H -0.502 -0.203 2.089
H -0.342 -1.747 1.399
H 0.983 -0.657 1.532
H 0.918 -1.138 -1.026
H -0.718 -1.278 -1.733
H 0.098 0.390 -1.763
*
```

No. 4
Molecular formula: C4H8NO3
Method: DFT, ωB97M-V/def2-TZVPD

Computed properties:
- electronic energy (eV) = -11908.16491
- E_HOMO (alpha / beta) (Ha) = -0.388 / -0.377
- HOMO-LUMO gap (alpha / beta) (eV) = 11.25 / 6.88
- energy above the lowest of the compared OMol25 structures with the same formula, charge and spin (eV) = 0.805
- <S²> = 0.759

Geometry as ORCA input:
```
! RIJCOSX wB97M-V def2-TZVPD def2/J DEFGRID3
* xyz 0 2
C 0.696 -0.989 0.248
C -0.623 -0.855 -0.511
C -0.591 0.227 -1.596
O -0.609 1.577 -1.140
N 1.253 0.194 0.924
C 0.380 0.668 2.007
O -0.238 1.694 1.659
O 0.392 0.053 3.050
H 1.420 -1.275 -0.482
H 0.772 -1.722 1.044
H -1.408 -0.704 0.237
H -0.874 -1.751 -1.079
H 0.351 0.169 -2.143
H -1.460 0.107 -2.245
H -0.963 1.660 -0.253
H 1.502 0.948 0.279
*
```

No. 5
Molecular formula: C3H9N3O2
Method: DFT, ωB97M-V/def2-TZVPD

Computed properties:
- electronic energy (eV) = -11822.76716
- SMILES = [H]/N=C(\C)OC(N)(N)O
- E_HOMO (Ha) = -0.352
- HOMO-LUMO gap (eV) = 10.50
- energy above the lowest of the compared OMol25 structures with the same formula, charge and spin (eV) = 1.292

Geometry as ORCA input:
```
! RIJCOSX wB97M-V def2-TZVPD def2/J DEFGRID3
* xyz 0 1
H 2.142 1.361 -1.097
N 1.300 0.811 -0.976
C 1.135 0.344 0.187
C 2.054 0.505 1.368
O 0.068 -0.399 0.512
C -1.030 -0.468 -0.398
N -1.654 0.831 -0.406
N -1.899 -1.477 0.157
O -0.635 -0.811 -1.669
H 1.674 1.305 2.001
H 2.066 -0.412 1.950
H 3.060 0.756 1.042
H -2.088 1.005 0.492
H -2.362 0.866 -1.129
H -1.348 -2.269 0.467
H -2.527 -1.798 -0.572
H 0.044 -0.152 -1.930
*
```

No. 6
Molecular formula: C32H44AsCoN3O9SSi2
Method: DFT, ωB97M-V/def2-TZVPD

Computed properties:
- electronic energy (eV) = -181856.19616
- E_HOMO (alpha / beta) (Ha) = -0.093 / -0.094
- HOMO-LUMO gap (alpha / beta) (eV) = 6.76 / 6.76
- energy above the lowest of the compared OMol25 structures with the same formula, charge and spin (eV) = 0.895
- <S²> = 3.756

Geometry as ORCA input:
```
! RIJCOSX wB97M-V def2-TZVPD def2/J DEFGRID3
* xyz -2 4
Co 0.252 0.655 0.044
O 1.231 4.008 -2.177
As 0.815 2.433 -2.826
O 1.741 2.065 -4.161
O 0.992 1.332 -1.609
C -0.994 2.352 -3.613
C -0.992 1.280 -4.494
C -2.090 0.953 -5.268
C -3.204 1.787 -5.227
C -3.197 2.898 -4.375
C -2.072 3.206 -3.606
S -2.019 4.783 -2.761
O -3.208 5.528 -3.115
O -1.960 4.377 -1.346
O -0.747 5.385 -3.205
H 0.566 4.596 -2.574
H -0.124 0.670 -4.503
H -2.151 0.109 -5.919
H -4.048 1.573 -5.889
H -4.072 3.569 -4.393
C -0.382 6.986 2.482
O -0.466 6.179 3.628
C -0.446 4.863 3.424
C -0.364 4.067 4.614
C -0.397 2.704 4.448
C -0.443 2.013 3.233
C -0.558 0.589 3.113
C -0.802 -0.231 4.384
O -0.602 -0.029 2.038
C -0.435 2.810 2.031
O -0.300 2.367 0.866
C -0.514 4.250 2.171
H -0.247 8.020 2.841
H -1.271 6.889 1.867
H 0.541 6.749 1.875
H -0.395 4.497 5.569
H -0.368 2.147 5.392
H -0.238 0.166 5.238
H -0.579 -1.260 4.263
H -1.844 -0.149 4.614
H -0.603 4.751 1.205
C 3.316 -1.332 -1.546
Si 2.865 -2.863 -0.601
C 2.594 -4.260 -1.803
C 4.445 -3.252 0.435
C 1.295 -2.602 0.360
C 1.726 -1.647 1.378
C 2.160 -2.062 2.717
C 2.600 -1.094 3.637
C 2.617 0.262 3.255
C 2.185 0.568 1.974
N 1.814 -0.316 1.083
Si 0.418 -4.082 1.018
C -0.897 -3.574 2.352
C -0.778 -4.888 -0.249
C 1.525 -5.484 1.746
H 3.969 -1.566 -2.423
H 3.902 -0.721 -0.840
H 2.509 -0.704 -1.892
H 2.114 -3.859 -2.732
H 1.962 -4.983 -1.259
H 3.551 -4.682 -2.088
H 5.266 -3.430 -0.255
H 4.310 -4.142 1.083
H 4.659 -2.440 1.152
H 2.231 -3.129 2.919
H 3.108 -1.308 4.583
H 2.990 1.035 3.874
H 2.093 1.635 1.745
H -1.714 -2.936 1.912
H -0.444 -2.915 3.155
H -1.282 -4.535 2.752
H -1.375 -4.049 -0.634
H -1.383 -5.642 0.266
H -0.288 -5.381 -1.083
H 2.052 -5.208 2.652
H 2.252 -5.748 0.999
H 0.833 -6.283 1.973
C -1.762 -3.035 -3.386
C -1.907 -1.898 -2.391
C -2.805 -0.844 -2.416
C -2.412 0.025 -1.391
N -1.346 -0.462 -0.761
N -1.040 -1.626 -1.385
C -3.101 1.320 -0.879
H -1.227 -2.728 -4.314
H -2.695 -3.398 -3.745
H -1.176 -3.837 -2.981
H -3.763 -0.710 -2.908
H -0.190 -2.061 -1.014
H -3.828 1.622 -1.644
H -2.352 2.144 -0.762
H -3.602 1.167 0.083
*
```